[1]
The ion C7H10N with charge +1, computed with ωB97M-V/def2-TZVPD.

Computed properties:
* energy above the lowest of the compared OMol25 structures with the same formula, charge and spin: 73.3 kcal/mol
* E_LUMO: -0.1708 Ha
* spin multiplicity: 1
* orbital gap: 9.44 eV
* charge: +1
* SMILES: C=[N+]=C1C[C@]2(C)C[C@H]12

Element x y z (Å)
C (-1.09, 0.15, -0.08)
H (3.36, 0.04, -0.17)
H (-4.37, -0.65, 0.06)
H (0.42, -1.46, -1.25)
C (1.23, 0.15, -0.12)
H (2.53, 0.29, 1.47)
H (-0.02, 1.93, -0.92)
C (0.95, -1.33, -0.34)
H (1.56, -2.18, -0.13)
H (-3.94, 0.84, 1.03)
N (-2.38, -0.03, -0.02)
H (0.06, -0.78, 1.65)
C (-3.57, 0.08, 0.28)
H (2.60, 1.62, 0.42)
C (0.11, -0.60, 0.62)
C (0.01, 0.80, -0.93)
C (2.56, 0.56, 0.42)
H (-0.02, 0.57, -2.00)


[2]
The ion C7H10N with charge +1, computed with ωB97M-V/def2-TZVPD.

Computed properties:
* energy above the lowest of the compared OMol25 structures with the same formula, charge and spin: 119.7 kcal/mol
* E_LUMO: -0.1479 Ha
* spin multiplicity: 1
* orbital gap: 9.60 eV
* charge: +1

Element x y z (Å)
C (1.66, 0.73, 1.22)
H (-2.35, -0.38, 0.09)
H (-1.86, -0.26, 1.79)
C (0.21, -1.26, -0.04)
N (-0.28, 0.11, 0.25)
C (1.70, -0.96, -0.44)
H (-0.19, 1.87, -0.80)
H (-0.12, 0.38, -1.85)
C (2.23, -0.23, 0.64)
H (-0.42, -1.70, -0.83)
H (2.31, 1.23, -1.20)
H (2.07, -1.50, -1.25)
C (-1.63, 0.10, 0.73)
H (1.41, 1.37, 1.91)
H (0.23, -1.92, 0.84)
H (-1.99, 1.23, 0.67)
C (1.61, 0.75, -0.51)
C (0.15, 0.85, -0.86)


[3]
A cluster of 2 separate species, C7H10N2 in total, computed with ωB97M-V/def2-TZVPD.

Computed properties:
* energy above the lowest of the compared OMol25 structures with the same formula, charge and spin: 80.7 kcal/mol
* E_LUMO: 0.0334 Ha
* spin multiplicity: 1
* orbital gap: 10.15 eV
* SMILES: c1cn[nH]c1.C=C=CC

Element x y z (Å)
H (1.68, -2.44, 0.91)
H (-3.77, -0.48, 1.62)
H (3.68, 1.59, -1.30)
H (-1.83, -1.97, 0.91)
H (0.86, -1.27, 2.06)
H (-0.92, -0.78, -1.32)
C (1.44, -1.40, 1.10)
C (2.11, 0.55, -0.51)
C (3.13, 1.59, -0.43)
H (3.78, 1.33, 0.42)
H (2.59, 2.58, -0.50)
N (-3.23, -0.36, 0.83)
C (1.78, -0.35, 0.39)
C (-1.75, -0.57, -0.74)
H (-2.74, 1.15, -1.81)
N (-3.42, 0.69, 0.07)
H (1.33, 0.73, -1.22)
C (-2.16, -1.11, 0.47)
C (-2.57, 0.54, -0.94)


[4]
A cluster of 2 separate species, C7H10N2O2 in total, computed with ωB97M-V/def2-TZVPD.

Computed properties:
* energy above the lowest of the compared OMol25 structures with the same formula, charge and spin: 248.6 kcal/mol
* E_LUMO (spin up / spin down): -0.0395 / -0.0393 Ha
* spin multiplicity: 1
* orbital gap (spin up / spin down): 6.28 / 6.30 eV

Element x y z (Å)
H (1.53, 1.32, 1.23)
N (-1.01, 1.98, 0.26)
C (1.28, 0.75, -0.77)
C (-0.72, 0.74, -0.18)
C (1.35, -1.33, 0.86)
N (-2.87, -0.43, 0.01)
C (-1.54, -0.33, -0.64)
H (2.11, -1.44, 1.68)
H (-0.25, -0.94, -2.16)
C (2.05, -0.30, -0.04)
H (2.97, 1.61, 0.33)
H (-0.24, 2.44, 0.74)
C (2.09, 1.15, 0.42)
H (1.03, -2.13, 0.19)
O (-3.32, 0.62, 0.38)
C (-1.14, -1.19, -1.58)
H (-1.81, 2.51, -0.02)
O (-3.37, -1.51, 0.09)
H (3.01, -0.45, -0.58)
H (0.54, -0.98, 1.43)
H (-1.70, -2.09, -1.64)


[5]
A structure of composition C7H10N2O2S, computed with ωB97M-V/def2-TZVPD.

Computed properties:
* energy above the lowest of the compared OMol25 structures with the same formula, charge and spin: 35.2 kcal/mol
* E_LUMO: 0.0134 Ha
* spin multiplicity: 1
* orbital gap: 9.36 eV

Element x y z (Å)
H (3.19, 0.45, -1.45)
H (-3.02, 2.27, -0.65)
H (-1.51, 1.54, -1.55)
H (-1.73, -2.24, 1.27)
C (2.20, -0.61, 1.46)
C (0.91, -0.75, 1.08)
C (1.19, -0.19, -1.14)
O (4.26, 0.22, 0.66)
N (2.53, 0.01, -0.81)
N (0.47, -0.74, -0.16)
O (0.84, 0.00, -2.26)
H (2.58, -0.61, 2.45)
H (-1.43, 2.57, -0.17)
H (0.21, -1.03, 1.82)
H (-3.21, 0.24, 0.21)
C (-2.01, 1.81, -0.60)
H (-1.35, -0.65, -1.61)
C (-1.42, -0.70, -0.49)
C (3.11, -0.16, 0.45)
H (-1.84, 0.53, 1.27)
S (-1.86, -2.37, -0.04)
C (-2.10, 0.40, 0.25)


[6]
The molecule C7H10N2O2S, computed with ωB97M-V/def2-TZVPD.

Computed properties:
* energy above the lowest of the compared OMol25 structures with the same formula, charge and spin: 174.7 kcal/mol
* E_LUMO: 0.0173 Ha
* spin multiplicity: 1
* orbital gap: 9.95 eV
* SMILES: CS(C)(=O)(N=C=O)N=C=C1CC1

Element x y z (Å)
H (3.79, -1.34, -0.55)
N (-0.53, 1.78, 0.34)
H (-1.34, -2.24, -1.02)
C (3.42, -0.47, -1.02)
H (-2.78, 1.00, -1.57)
H (4.56, 0.86, 0.13)
C (-0.38, 2.81, 0.87)
C (3.69, 0.91, -0.44)
O (-2.30, 0.42, 1.28)
S (-1.35, 0.21, 0.19)
N (0.16, -0.41, 0.72)
C (2.43, 0.18, -0.11)
H (3.68, 1.82, -1.00)
C (-1.99, -1.60, -0.33)
O (-0.13, 3.78, 1.45)
H (3.20, -0.48, -2.07)
H (-1.83, -1.95, 0.70)
H (-1.48, 0.06, -2.16)
H (-1.20, 1.78, -1.73)
H (-3.05, -1.57, -0.64)
C (1.25, -0.01, 0.28)
C (-1.74, 0.86, -1.48)


[7]
The ion C7H10N2O3P with charge -1, computed with ωB97M-V/def2-TZVPD.

Computed properties:
* energy above the lowest of the compared OMol25 structures with the same formula, charge and spin: 0.0 kcal/mol
* E_LUMO: 0.1268 Ha
* spin multiplicity: 1
* orbital gap: 8.67 eV
* charge: -1
* SMILES: NC(N)(c1ccccc1)[P@@](=O)([O-])O

Element x y z (Å)
H (-1.73, -0.78, -2.29)
P (0.94, -1.41, -1.76)
H (-0.40, -2.40, 0.32)
H (2.59, 1.16, 2.30)
C (1.66, 1.37, 1.73)
C (1.28, 0.43, 0.74)
O (1.76, -0.30, -2.25)
H (-1.49, -1.37, 0.83)
H (2.00, -0.09, 0.15)
C (-0.48, -0.72, -0.75)
H (-1.35, 2.68, 2.33)
C (-0.60, 2.02, 1.91)
C (-0.01, 0.32, 0.33)
H (-0.49, -2.60, -2.55)
H (0.85, 2.99, 3.12)
N (-1.15, -1.78, 0.00)
C (0.67, 2.07, 2.38)
H (-1.93, 1.19, 0.35)
C (-0.99, 1.16, 0.87)
N (-1.52, -0.09, -1.51)
O (-0.04, -1.95, -3.03)
O (1.47, -2.64, -1.09)
H (-1.06, 0.74, -2.14)


[8]
A cluster of 2 separate species, C7H10N2OS in total, computed with ωB97M-V/def2-TZVPD.

Computed properties:
* energy above the lowest of the compared OMol25 structures with the same formula, charge and spin: 135.0 kcal/mol
* E_LUMO (spin up / spin down): -0.0032 / -0.0533 Ha
* spin multiplicity: 1
* orbital gap (spin up / spin down): 8.85 / 7.14 eV

Element x y z (Å)
S (-0.81, -1.46, 1.06)
C (1.07, -1.01, 2.79)
H (-3.02, -2.25, 0.62)
H (0.80, 4.01, -1.83)
H (-0.18, -0.85, -2.09)
C (0.12, 0.94, -0.81)
H (1.51, -0.31, 2.07)
C (-0.03, 1.02, -3.15)
H (-0.35, 0.76, -4.11)
H (0.59, 2.53, 0.41)
C (0.27, 2.38, -3.06)
H (0.22, 3.08, -3.97)
N (-2.35, -2.04, 1.46)
H (1.54, -2.04, 2.72)
N (-0.35, -0.98, 2.56)
H (1.05, -0.54, 3.76)
C (-0.17, 0.23, -1.97)
C (0.44, 2.28, -0.64)
H (-2.86, -1.54, 2.24)
O (-0.09, -2.64, 0.51)
C (0.55, 3.00, -1.81)


[9]
A structure of composition C7H10N2OS, computed with ωB97M-V/def2-TZVPD.

Computed properties:
* expectation value of S²: 2.03
* energy above the lowest of the compared OMol25 structures with the same formula, charge and spin: 32.2 kcal/mol
* E_LUMO (spin up / spin down): 0.0256 / -0.0835 Ha
* spin multiplicity: 3
* orbital gap (spin up / spin down): 6.33 / 6.92 eV

Element x y z (Å)
C (0.56, 0.00, -0.55)
N (-0.77, 1.38, 0.19)
H (4.07, 0.45, 0.17)
C (-1.39, -2.64, 0.14)
H (-2.00, -2.98, -0.64)
H (-1.22, 2.62, 1.63)
H (3.00, -1.14, 0.26)
H (2.61, 0.14, 1.18)
C (3.09, 0.00, 0.28)
C (-1.60, 0.78, -0.62)
O (-2.74, 1.02, -0.92)
N (0.41, -0.97, 0.48)
H (-2.13, -2.17, 0.85)
H (-0.80, 3.41, 0.00)
H (-0.91, -3.42, 0.66)
S (2.06, 0.72, -1.02)
C (-0.64, -1.44, -0.16)
H (0.48, 2.65, 0.90)
C (-0.76, -0.41, -1.25)
C (-0.58, 2.63, 0.70)
H (-0.74, -0.63, -2.29)


[10]
A structure of composition C7H10N3O3P, computed with ωB97M-V/def2-TZVPD.

Computed properties:
* energy above the lowest of the compared OMol25 structures with the same formula, charge and spin: 0.0 kcal/mol
* E_LUMO: -0.0191 Ha
* spin multiplicity: 1
* orbital gap: 9.04 eV

Element x y z (Å)
H (-2.95, 0.36, -0.64)
O (-2.27, -2.24, 0.56)
H (-1.05, 3.17, 0.09)
H (0.52, 4.04, 0.16)
C (-1.98, -1.08, 0.39)
H (1.54, -3.47, 0.57)
H (2.00, -3.25, -1.20)
C (-0.07, 3.18, 0.54)
O (-1.42, 1.09, -1.65)
H (3.10, -2.76, 0.04)
C (2.14, -2.86, -0.17)
C (0.59, 1.87, 0.19)
H (2.36, -0.67, -1.80)
H (-3.85, -0.23, 0.81)
H (-0.15, 2.98, 1.62)
N (-0.65, -0.65, 0.26)
H (-2.67, 0.87, 1.01)
O (2.50, 0.66, -0.08)
P (-0.26, 0.67, -0.87)
C (1.94, -0.38, -0.93)
N (1.82, 1.68, 0.48)
C (-2.95, 0.11, 0.38)
C (1.45, -1.54, -0.15)
N (0.32, -1.55, 0.40)


[11]
A cluster of 2 separate species, C7H10N3S in total, computed with ωB97M-V/def2-TZVPD.

Computed properties:
* energy above the lowest of the compared OMol25 structures with the same formula, charge and spin: 90.1 kcal/mol
* E_LUMO: -0.1679 Ha
* spin multiplicity: 1
* orbital gap: 8.89 eV
* charge: +1

Element x y z (Å)
H (-1.70, 2.39, 0.43)
S (1.77, -2.55, 1.94)
H (-0.55, -1.06, -3.31)
C (-0.69, -2.06, 2.18)
H (1.17, 0.99, -1.91)
N (1.81, 0.88, -1.14)
H (-3.17, 1.46, 0.20)
H (2.69, 0.42, -1.57)
C (1.06, -1.16, 1.23)
H (1.71, -0.28, 0.90)
H (-1.69, -1.98, 2.46)
C (-0.66, -0.74, -2.33)
C (-0.67, -0.01, -1.37)
N (-0.24, -1.09, 1.38)
H (0.07, -3.85, 3.23)
N (-1.13, -0.22, 0.97)
C (-2.19, 1.59, -0.14)
C (0.19, -3.01, 2.52)
H (2.05, 1.69, -0.73)
C (-1.15, 0.51, -0.07)
H (-2.22, 2.04, -1.13)


[12]
A structure of composition C7H10N4O3Rh, computed with ωB97M-V/def2-TZVPD.

Computed properties:
* E_LUMO (spin up / spin down): -0.1961 / -0.1960 Ha
* spin multiplicity: 1
* orbital gap (spin up / spin down): 7.59 / 7.59 eV
* charge: +1

Element x y z (Å)
H (3.01, -1.86, -0.74)
N (2.00, -0.09, -1.39)
N (-0.77, 0.71, -0.80)
H (-3.36, 1.13, -2.51)
H (2.96, 0.24, -1.48)
H (1.34, 0.10, 3.28)
O (-1.06, 1.52, 3.25)
C (-1.63, -0.22, -0.23)
O (1.20, -2.46, 1.25)
H (-0.01, -0.87, 2.69)
C (-1.42, 1.33, -1.76)
H (-1.35, -0.85, 0.59)
C (2.00, -1.45, -0.77)
C (1.47, -1.45, 0.66)
H (-3.73, -0.70, -0.77)
Rh (0.98, 1.19, -0.03)
H (-1.05, 2.12, -2.38)
N (-2.66, 0.83, -1.85)
N (1.34, -0.17, 1.21)
O (0.13, 2.12, 1.45)
C (0.62, -0.01, 2.47)
C (-2.81, -0.15, -0.90)
C (-0.20, 1.29, 2.44)
H (1.63, -0.15, -2.33)
H (1.39, -2.13, -1.35)